1.
This record from OMol25 describes a cluster of 5 separate species, C16H45N3O5 in total. The level of theory is the ωB97M-V functional and the def2-TZVPD basis.

The geometry in XYZ format:
```
69
Properties=species:S:1:pos:R:3:nbo_charge:R:1
C -2.48306 -4.59040 -5.28359 -0.634
C -3.64179 -3.75668 -4.71015 -0.060
O -3.61331 -3.74693 -3.29071 -0.755
H -2.55050 -5.67577 -5.28291 0.208
H -1.54143 -4.25827 -4.83849 0.203
H -2.33554 -4.30032 -6.33337 0.196
H -4.56339 -4.18611 -5.10245 0.171
H -3.48868 -2.72513 -5.03927 0.150
H -3.00859 -3.01568 -3.06484 0.496
C 2.54145 -3.34091 -0.59225 -0.642
C 1.67367 -3.86162 -1.73194 -0.075
O 1.49585 -2.79484 -2.70513 -0.751
H 3.22686 -2.55322 -0.89903 0.216
H 3.03517 -4.14865 -0.05206 0.220
H 1.91432 -2.82696 0.14353 0.204
H 0.71262 -4.31532 -1.50507 0.199
H 2.23222 -4.62606 -2.28375 0.166
H 2.36542 -2.62996 -3.07802 0.477
C -1.08955 4.16672 0.09546 -0.624
C 0.06139 4.93783 -0.55141 -0.092
C 1.29667 4.01500 -0.57577 -0.070
O 2.54092 4.69426 -0.67475 -0.540
C 2.80766 5.53327 0.41896 -0.261
N -0.34217 5.30166 -1.91494 -0.830
H -0.86099 3.74492 1.07955 0.215
H -1.30853 3.24442 -0.45398 0.205
H -2.00718 4.74164 0.19954 0.226
H 0.36175 5.87205 -0.08183 0.199
H 1.29034 3.29738 -1.40072 0.184
H 1.33566 3.34510 0.29809 0.154
H 2.47944 5.11871 1.37967 0.167
H 2.41502 6.54896 0.32917 0.167
H 3.88942 5.62452 0.54119 0.191
H -0.51339 4.47162 -2.46681 0.350
H 0.39617 5.85976 -2.32558 0.359
C -2.62668 -0.13964 -2.00600 -0.637
C -1.37694 -0.94469 -1.67504 -0.074
C -1.21498 -1.38649 -0.23288 -0.073
O -1.05165 -0.30099 0.64246 -0.532
C 0.29448 0.09860 0.73223 -0.267
N -1.25923 -2.03053 -2.70545 -0.861
H -2.52734 0.45976 -2.91162 0.210
H -3.04568 0.39812 -1.15351 0.229
H -3.48218 -0.77480 -2.27753 0.215
H -0.51942 -0.31267 -1.95202 0.163
H -0.43679 -2.15193 -0.15205 0.167
H -2.14389 -1.93163 -0.02684 0.193
H 0.41293 0.82596 1.53657 0.199
H 0.62883 0.71524 -0.11466 0.169
H 1.00749 -0.72406 0.80431 0.169
H -0.32830 -2.45937 -2.62549 0.393
H -1.16544 -1.49018 -3.56243 0.353
C 0.23433 1.27088 5.78502 -0.614
C 0.24060 0.50360 4.48468 -0.078
C 0.66311 -0.95333 4.69273 -0.074
O 1.90460 -1.20338 5.30026 -0.540
C 2.98874 -1.00619 4.40769 -0.255
N -1.03369 0.57227 3.79437 -0.836
H 1.18344 1.17396 6.30598 0.221
H -0.57824 0.92506 6.43187 0.199
H -0.01509 2.30745 5.54703 0.216
H 0.98314 1.01228 3.85917 0.173
H 0.58638 -1.42180 3.69730 0.151
H -0.08938 -1.47013 5.29521 0.185
H 2.89212 -0.01443 3.95782 0.168
H 3.01488 -1.85898 3.72243 0.170
H 3.96150 -0.98323 4.90157 0.193
H -1.81173 0.14265 4.29124 0.354
H -1.01387 -0.01236 2.95923 0.366
```

Calculated values
**Structure (SMILES)**: COC[C@H](C)N.COC[C@H](C)N.COC[C@H](C)N.CCO.CCO
**Energy above the lowest of the compared OMol25 structures with the same formula, charge and spin**: 106.3 kJ/mol
**Orbital gap**: 9.33 eV

=====

2.
This record from OMol25 describes a cluster of 5 separate species, C16H46N4O5 in total. The level of theory is the ωB97M-V functional and the def2-TZVPD basis.

The geometry in XYZ format:
```
71
Properties=species:S:1:pos:R:3:mulliken_charge:R:1
O -0.02782 -0.54745 1.03354 -0.702
H -0.83867 -0.11552 0.76486 0.001
H 0.66069 -0.08249 0.55815 0.462
C 3.09651 -1.58746 -0.02753 -1.419
C 3.21760 -0.08960 0.35373 0.660
C 4.67288 0.45416 0.57158 -1.226
O 5.29532 0.49076 -0.72566 -0.323
C 6.60392 1.02689 -0.69935 -0.982
N 2.49346 0.84297 -0.45526 -0.327
H 3.28498 -2.27757 0.79486 0.385
H 3.83553 -1.88541 -0.77129 0.355
H 2.11170 -1.81989 -0.43279 0.281
H 2.74253 -0.09788 1.33472 0.538
H 5.28363 -0.00068 1.35146 0.465
H 4.68327 1.52087 0.79547 0.467
H 7.08325 0.98220 -1.67729 0.288
H 7.19600 0.54846 0.08080 0.343
H 6.57647 2.08345 -0.43284 0.357
H 2.94327 1.74662 -0.42117 0.354
H 2.59862 0.60457 -1.43108 -0.693
C 4.92266 -0.62962 -4.15925 -1.417
C 3.73753 0.34834 -3.95034 0.401
C 2.44665 -0.29692 -3.42095 -0.212
O 1.30272 0.53694 -3.56314 -0.459
C 0.05045 0.05132 -3.00888 -0.462
N 4.23791 1.42380 -3.13031 -0.659
H 4.56742 -1.44905 -4.78410 0.417
H 5.27787 -1.06749 -3.22640 0.254
H 5.78672 -0.21746 -4.68042 0.394
H 3.37076 0.68192 -4.92107 0.301
H 2.43107 -0.56223 -2.36385 -0.069
H 2.11046 -1.19003 -3.94769 0.527
H -0.77408 0.65025 -3.39554 0.258
H 0.19910 0.18735 -1.93767 0.192
H -0.10808 -1.01682 -3.15749 0.311
H 4.70306 1.09132 -2.29772 0.414
H 5.00769 1.77137 -3.68415 0.370
C -6.38785 -3.29573 3.75211 -1.392
C -5.63652 -1.99467 3.98087 0.406
C -5.31076 -1.20952 2.63103 -0.721
O -4.44877 -1.88650 1.76119 -0.407
C -3.11172 -1.87069 2.13464 -0.917
N -6.46630 -1.17642 4.85261 -0.744
H -7.39253 -3.20094 3.34013 0.335
H -6.56060 -3.76285 4.72168 0.416
H -5.81627 -3.83754 2.99856 0.319
H -4.68138 -2.12356 4.48999 0.272
H -4.85687 -0.24051 2.83868 0.404
H -6.25815 -1.13824 2.09672 0.364
H -2.78294 -0.95489 2.62588 0.428
H -2.46748 -2.09087 1.28342 0.216
H -2.91679 -2.58133 2.93781 0.473
H -6.71973 -1.64078 5.71299 0.265
H -7.33112 -1.13370 4.33266 0.301
C -1.26495 2.30274 1.81723 -1.546
C -1.20778 2.62596 0.40687 1.308
C -2.34282 1.94355 -0.36158 -1.116
O -2.10172 0.51683 -0.41914 0.178
C -3.14617 -0.29839 -0.99027 -0.963
N -1.42099 4.07076 0.33051 -0.827
H -1.49902 1.25167 1.98624 0.251
H -2.04642 2.80276 2.38940 0.437
H -0.36131 2.67056 2.30329 0.320
H -0.26860 2.30786 -0.04573 -0.104
H -2.41164 2.31773 -1.38303 0.405
H -3.35012 2.13442 0.00860 0.341
H -3.47939 0.17561 -1.91351 0.399
H -3.92355 -0.36807 -0.22939 0.230
H -2.82379 -1.30890 -1.24137 0.235
H -0.59534 4.60024 0.57143 0.308
H -1.39366 4.28341 -0.65647 0.283
```

Calculated values
**Structure (SMILES)**: COC[C@H](C)N.COC[C@H](C)N.COC[C@H](C)N.COC[C@H](C)N.O
**Energy above the lowest of the compared OMol25 structures with the same formula, charge and spin**: 244.6 kJ/mol
**Orbital gap**: 9.70 eV

=====

3.
This record from OMol25 describes a cluster of 3 separate species, C16H47BrN6O2P2Si in total. The level of theory is the ωB97M-V functional and the def2-TZVPD basis.

The geometry in XYZ format:
```
75
Properties=species:S:1:pos:R:3:mulliken_charge:R:1
C -0.14959 -4.12169 9.25719 -0.819
Si -0.35986 -5.71878 8.19111 0.446
C 0.63533 -5.37053 6.56123 -0.829
C -0.32695 -4.50471 5.62847 -0.375
C -0.04380 -2.96886 5.90833 -0.647
Br -1.74521 -1.95515 5.84022 -0.208
H -0.70062 -3.29357 8.74605 0.186
H -0.43692 -4.26673 10.32266 0.332
H 0.94264 -3.85759 9.16487 0.227
H -1.75915 -5.94175 7.79271 -0.122
H 0.25666 -6.88788 8.82935 -0.172
H 1.51312 -4.75141 6.87042 0.301
H 0.95455 -6.33173 6.09534 0.410
H -0.18292 -4.68841 4.53921 0.142
H -1.38688 -4.69530 5.94614 0.347
H 0.48665 -2.77698 6.86582 0.401
H 0.60400 -2.56025 5.08806 0.384
O 0.29874 -2.14089 -1.29375 -0.814
P -0.78641 -2.08394 -0.20967 0.869
N -1.72209 -3.37159 -0.84940 0.091
C -3.08631 -3.33926 -1.32840 -0.989
C -1.11661 -4.69631 -0.85544 -1.038
N -1.40969 -0.54229 -0.68138 0.195
C -2.80441 -0.23194 -0.94532 -1.078
C -0.58216 0.26557 -1.57585 -1.262
N -1.83810 -1.98329 1.21763 -0.034
C -1.20378 -1.08349 2.22225 -1.034
C -2.16266 -3.21228 1.95649 -1.044
H -3.76369 -2.83014 -0.63726 0.318
H -3.50618 -4.34198 -1.44189 0.413
H -3.15046 -2.85873 -2.31019 0.266
H -1.07856 -5.12196 0.15637 0.275
H -0.09196 -4.66171 -1.23643 0.305
H -1.65661 -5.40250 -1.48765 0.409
H -3.11506 -0.57036 -1.93968 0.325
H -2.96793 0.85003 -0.90579 0.379
H -3.47978 -0.64426 -0.19836 0.301
H -0.63160 -0.09889 -2.60755 0.355
H 0.45772 0.26609 -1.24992 0.352
H -0.89743 1.31299 -1.56850 0.445
H -0.25938 -1.50320 2.58472 0.334
H -1.86273 -0.92083 3.07653 0.334
H -0.99019 -0.10050 1.80172 0.314
H -1.26358 -3.75577 2.26475 0.321
H -2.79698 -3.88715 1.38312 0.324
H -2.74171 -2.97103 2.85072 0.357
O -0.43410 3.90721 -3.99697 -0.828
P 0.93624 4.44373 -4.43158 0.888
N 1.84213 3.17814 -3.71337 0.327
C 2.84007 3.26705 -2.67046 -1.074
C 1.65816 1.83692 -4.25334 -1.156
N 0.88764 5.84902 -3.42468 0.126
C 1.92480 6.26839 -2.49776 -1.032
C -0.40947 6.22049 -2.86234 -0.990
N 2.40260 5.12155 -5.16910 -0.070
C 2.00758 6.17689 -6.14498 -1.151
C 3.30787 4.23171 -5.91125 -1.036
H 3.57645 4.05380 -2.85746 0.345
H 3.42799 2.34984 -2.58498 0.426
H 2.37746 3.43603 -1.69229 0.216
H 2.14078 1.73384 -5.23431 0.259
H 0.59741 1.60460 -4.38274 0.291
H 2.06513 1.05971 -3.60522 0.455
H 1.89016 5.69776 -1.56335 0.302
H 1.79862 7.32473 -2.23721 0.398
H 2.92468 6.20265 -2.92159 0.265
H -0.68187 5.57552 -2.01996 0.297
H -1.19257 6.16409 -3.61744 0.306
H -0.40290 7.25701 -2.51218 0.317
H 1.43476 5.75243 -6.97534 0.368
H 2.88618 6.68417 -6.55107 0.402
H 1.39258 6.94434 -5.67476 0.332
H 2.78620 3.67818 -6.69793 0.366
H 3.81428 3.51864 -5.26237 0.293
H 4.10967 4.81247 -6.37302 0.369
```

Calculated values
**Structure (SMILES)**: CN(C)P(=O)(N(C)C)N(C)C.CN(C)P(=O)(N(C)C)N(C)C.C[SiH2]CCCBr
**Orbital gap**: 7.56 eV

=====

4.
This record from OMol25 describes a structure of composition C16H48BHgN4O4. The level of theory is the ωB97M-V functional and the def2-TZVPD basis.

The geometry in XYZ format:
```
74
Properties=species:S:1:pos:R:3:mulliken_charge:R:1
Hg -0.53217 0.62573 -0.09392 3.326
B -2.28278 2.08851 0.90564 1.350
H -3.08823 1.37149 0.94258 -0.339
H -2.56384 3.05193 1.30196 -0.172
H -1.43856 1.66201 1.42492 -0.680
H -1.90274 2.26301 -0.08903 -0.940
C 1.39949 4.05671 1.36739 -1.659
C 1.89748 2.60757 1.02775 0.966
C 3.34526 2.43906 1.30095 -1.253
O 3.80291 1.09582 1.26894 -0.394
C 5.18840 0.93847 1.47305 -0.847
N 1.11466 1.43241 1.37805 -0.491
H 0.42287 4.20390 0.90627 0.345
H 2.10887 4.81806 1.04300 0.405
H 1.16302 4.04336 2.43135 0.445
H 1.85228 2.70222 -0.05719 -0.413
H 3.74140 3.04424 2.11639 0.622
H 3.87994 2.91298 0.47778 0.480
H 5.62402 1.36922 0.57150 0.337
H 5.53604 -0.09177 1.54956 0.266
H 5.63104 1.46428 2.31903 0.331
H 0.83643 1.52310 2.34473 0.214
H 1.91919 0.82445 1.43478 0.346
C -4.46385 -0.96964 -1.86593 -1.608
C -2.97663 -1.18151 -1.71100 1.128
C -2.35351 -2.12232 -2.85834 -1.044
O -1.00899 -2.55636 -2.53936 -0.499
C -0.70225 -3.81783 -3.14943 -1.054
N -2.29633 0.07801 -1.72471 -0.425
H -4.88592 -0.66856 -0.90713 0.404
H -4.85414 -1.98190 -1.97124 0.409
H -4.83949 -0.20001 -2.54022 0.390
H -2.82844 -1.65321 -0.73959 -0.672
H -2.43095 -1.86188 -3.91393 0.314
H -2.87422 -3.06739 -2.70411 0.488
H 0.37772 -3.89298 -3.02246 0.383
H -0.83572 -3.77971 -4.23055 0.374
H -1.10429 -4.69913 -2.64964 0.316
H -2.09546 0.29119 -2.69131 0.223
H -2.89146 0.89404 -1.71942 0.215
C 2.55821 -0.91776 -2.89337 -1.718
C 1.66239 -0.02553 -2.02084 1.014
C 0.93566 1.09631 -2.76202 -1.298
O 0.18827 1.87105 -1.86492 -0.590
C -0.44234 2.94914 -2.58343 -1.057
N 0.78887 -0.91538 -1.25882 -0.342
H 3.27533 -0.27099 -3.39887 0.460
H 1.91221 -1.41528 -3.61673 0.355
H 3.09239 -1.58150 -2.21351 0.409
H 2.34925 0.53932 -1.39054 -0.176
H 0.47461 0.73906 -3.68284 0.361
H 1.79047 1.70161 -3.06370 0.533
H -1.20630 2.70995 -3.32319 0.335
H 0.28775 3.55887 -3.11569 0.351
H -1.08019 3.53676 -1.92318 0.281
H 0.22041 -1.45651 -1.89453 0.108
H 1.41106 -1.53424 -0.75884 0.292
C -2.74547 -2.12103 1.94390 -1.317
C -1.43278 -1.43994 2.52751 0.350
C -0.74328 -2.01694 3.81060 -0.921
O 0.33169 -1.10588 4.08498 -0.250
C 1.09230 -1.48404 5.25448 -0.752
N -0.48197 -1.30902 1.41311 -0.341
H -3.41749 -2.08938 2.80151 0.473
H -2.75613 -3.12997 1.53154 0.307
H -3.10752 -1.42562 1.18667 0.287
H -1.68436 -0.44667 2.89932 0.099
H -0.24775 -2.98778 3.81281 0.477
H -1.46519 -2.00540 4.62718 0.440
H 0.55567 -1.32035 6.18901 0.304
H 1.99960 -0.88046 5.23009 0.223
H 1.31337 -2.55137 5.25880 0.318
H -0.45072 -2.20164 0.94158 0.233
H 0.43082 -1.32667 1.84508 0.166
```

Calculated values
**Charge**: +1
**Energy above the lowest of the compared OMol25 structures with the same formula, charge and spin**: 404.0 kJ/mol
**Orbital gap**: 9.35 eV